[1]
An isolated molecule of C4H8O, computed with ωB97M-V with the def2-TZVPD basis set.

Cartesian coordinates (Å):
1 H -0.733 1.393 0.847
2 H -0.681 -1.633 -2.174
3 H 0.242 0.618 -1.499
4 H 1.378 0.875 2.105
5 H 1.743 1.430 0.467
6 C -0.918 -1.222 -1.193
7 H -1.164 -1.958 -0.427
8 C -0.193 0.455 0.666
9 C -0.390 0.082 -0.785
10 C 1.277 0.623 1.044
11 O -1.738 -0.064 -1.206
12 H 1.850 -0.293 0.861
13 H -0.671 -0.305 1.295

F_max	0.328	eV/A
SMILES	CC[C@H]1CO1
HOMO-LUMO gap	11.38	eV
E_LUMO	1.16	eV
energy above the lowest of the compared OMol25 structures with the same formula, charge and spin	27.82	kcal per mole
calculated total energy	-6323.962	eV
HOMO energy	-10.216	eV

Results of the Löwdin charge analysis, in e, for atoms 1 through 8:
1 H 0.117
2 H 0.108
3 H 0.145
4 H 0.070
5 H 0.073
6 C -0.123
7 H 0.112
8 C -0.213

***

[2]
A cluster of 23 separate species, C4H52BBrClO24 in total at a distorted geometry, computed with ωB97M-V with the def2-TZVPD basis set.

Cartesian coordinates (Å):
1 H 1.853 -0.750 -8.566
2 H 4.844 -1.179 2.218
3 H 2.591 -1.622 -0.931
4 O -3.532 1.421 1.407
5 H -3.565 2.380 -1.222
6 H -3.103 8.318 -0.760
7 H 0.656 -1.743 2.190
8 H -1.861 -0.728 3.517
9 H 3.428 -3.072 6.911
10 O 1.558 -5.484 0.495
11 H -3.606 0.868 0.614
12 O 5.354 -1.308 7.794
13 H 5.007 -0.595 8.334
14 H -4.908 -1.002 4.431
15 O -1.207 4.404 -3.929
16 H -1.338 -5.280 -1.492
17 H 1.380 -0.262 -3.303
18 H 0.295 -2.851 -5.841
19 H 3.775 -0.941 4.998
20 O -3.892 3.282 -1.071
21 H 2.395 0.080 -1.285
22 H 3.731 -2.211 2.414
23 B -0.315 -1.546 -1.517
24 H 4.785 -3.551 6.427
25 O -5.823 -1.093 4.720
26 C -2.728 -0.678 -1.667
27 O 5.042 0.930 -3.324
28 O 3.906 -1.324 2.077
29 H 1.281 -0.746 -7.142
30 H -2.327 7.720 -1.943
31 O -2.090 -4.880 -1.941
32 O 2.551 -3.601 3.293
33 H 1.357 -1.814 3.535
34 H -2.716 1.144 1.837
35 H -6.137 3.151 -1.423
36 H -4.030 3.328 -0.119
37 O 2.085 -0.911 -7.651
38 H 2.500 -5.357 0.371
39 H 2.250 -1.711 -3.605
40 H -0.895 7.035 -4.263
41 H 3.141 -4.096 3.876
42 O 1.103 -3.689 5.847
43 H -0.181 7.148 -2.927
44 O -2.791 -0.798 3.773
45 O -2.801 7.487 -1.130
46 H -6.823 2.973 -2.757
47 O -2.154 3.262 3.280
48 H -0.160 -0.385 -1.207
49 H -2.032 -2.199 -2.894
50 H -6.338 -0.723 4.000
51 H 0.082 -1.857 -4.710
52 H 3.609 -0.833 -2.084
53 H -1.807 5.060 -3.556
54 O 0.617 -1.388 3.086
55 O -7.003 3.211 -1.846
56 O 3.931 -3.249 6.111
57 H -2.302 -2.552 -1.219
58 H 1.781 -3.324 5.268
59 H 3.597 0.555 5.217
60 H -1.670 3.566 -3.843
61 H 1.205 -4.580 0.535
62 H 1.809 -4.199 3.130
63 H 4.462 1.492 -3.843
64 O 0.560 -1.968 -2.578
65 H 0.408 -3.024 5.864
66 H 5.913 1.056 -3.707
67 C -1.912 -1.833 -1.893
68 O -3.707 -0.537 -0.934
69 O 4.266 -0.112 5.043
70 O 0.701 5.407 -5.919
71 Cl -0.037 -2.672 0.072
72 C 1.694 -1.193 -2.851
73 H -2.765 -5.561 -1.960
74 H 0.385 5.149 -5.044
75 H -2.512 3.174 4.166
76 C 2.614 -0.879 -1.698
77 H -2.926 3.369 2.715
78 H 5.294 -0.971 6.890
79 O 0.082 -1.931 -5.679
80 O -1.042 7.264 -3.340
81 H -3.305 -0.418 3.051
82 H -0.100 5.608 -6.405
83 Br -2.162 0.975 -2.639

F_max	3.631	eV/A
total charge	-1
HOMO-LUMO gap	8.41	eV
E_LUMO	1.80	eV
calculated total energy	-137379.089	eV
HOMO energy	-6.609	eV

Results of the Löwdin charge analysis, in e, for atoms 1 through 8:
1 H 0.020
2 H 0.030
3 H 0.056
4 O -0.055
5 H -0.079
6 H 0.022
7 H -0.058
8 H 0.027

***

[3]
A structure of composition C41H33ClN3OP2V, computed with ωB97M-V with the def2-TZVPD basis set.

Cartesian coordinates (Å):
1 C -0.584 4.361 -0.175
2 H -3.029 2.649 -5.680
3 C -3.990 -0.312 -0.016
4 C 3.032 -2.564 2.504
5 H 3.995 -2.620 2.012
6 H 3.812 0.339 -1.269
7 Cl 3.958 -4.500 4.122
8 H -1.284 5.173 -0.046
9 C 2.005 -2.820 -1.574
10 H -4.675 0.072 -2.694
11 H -4.903 1.290 -4.822
12 C -3.844 0.653 -3.074
13 C 3.440 2.365 -1.920
14 C -5.527 -1.479 1.422
15 H 4.332 2.394 -2.530
16 N -1.998 -1.841 -1.278
17 H -2.061 -5.239 2.894
18 C 2.452 -0.735 1.010
19 C -0.855 3.121 0.420
20 C 0.816 -1.575 2.713
21 H -2.389 -2.618 -3.217
22 N -0.036 2.089 0.334
23 H -5.818 -2.377 1.950
24 H 0.360 -4.908 -1.411
25 N 1.630 0.067 0.419
26 C -2.744 -2.714 -2.191
27 C 1.130 2.231 -0.377
28 H 2.170 -3.338 -0.635
29 C -4.797 0.825 0.046
30 C 2.026 1.135 -0.414
31 C 1.561 -3.257 4.268
32 C -5.964 0.803 0.793
33 C -1.589 1.486 -2.850
34 H -1.203 -7.274 1.786
35 H 2.872 4.371 -2.373
36 H -3.734 -2.351 0.636
37 C -6.329 -0.348 1.479
38 V -0.358 0.006 0.678
39 C 2.060 -1.657 2.039
40 H -6.594 1.681 0.833
41 H -1.772 2.969 0.976
42 H -0.406 -1.166 -3.307
43 C 1.586 -1.531 -4.001
44 C 1.446 3.418 -1.062
45 C 0.603 -2.363 3.844
46 C -2.919 2.106 -4.750
47 C -2.645 0.718 -2.360
48 P -0.502 -2.191 -0.573
49 H -0.650 1.536 -2.307
50 H -7.243 -0.364 2.056
51 H 1.418 -1.042 -4.951
52 C 3.147 1.190 -1.198
53 C 3.032 -2.736 -2.501
54 H 3.514 -0.679 0.776
55 C -1.727 2.179 -4.042
56 H -3.802 -2.455 -2.152
57 H -0.335 -2.265 4.373
58 H 3.621 -2.040 -4.443
59 C -1.320 -3.921 1.377
60 C -3.976 1.343 -4.268
61 C 0.556 -1.607 -3.073
62 C -0.160 -4.974 -0.464
63 C 2.822 -2.092 -3.715
64 O -0.152 -0.735 2.332
65 C -1.045 -6.305 1.332
66 C 0.550 4.503 -0.929
67 C -1.527 -5.162 1.956
68 H 0.772 5.439 -1.426
69 C 2.628 3.461 -1.840
70 H -4.528 1.720 -0.503
71 C 0.758 -2.259 -1.859
72 C 2.775 -3.371 3.584
73 C -4.354 -1.463 0.683
74 H -2.636 -3.749 -1.868
75 H -1.692 -3.027 1.865
76 H -0.001 -7.106 -0.363
77 C -0.366 -6.212 0.125
78 H 1.386 -3.874 5.139
79 H 3.990 -3.190 -2.287
80 P -2.403 -0.252 -0.863
81 H -0.907 2.776 -4.419
82 C -0.631 -3.821 0.166

F_max	0.777	eV/A
⟨S²⟩	2.03
total charge	+2
HOMO-LUMO gap (alpha / beta)	7.21 / 7.23	eV
E_LUMO (alpha / beta)	-6.32 / -6.30	eV
energy above the lowest of the compared OMol25 structures with the same formula, charge and spin	2.45	kcal per mole
calculated total energy	-106348.655	eV
multiplicity	3
HOMO energy (alpha / beta)	-13.533 / -13.531	eV

Results of the Löwdin charge analysis, in e, for atoms 1 through 8:
1 C -0.006
2 H 0.119
3 C -0.360
4 C -0.041
5 H 0.124
6 H 0.122
7 Cl 0.734
8 H 0.124

***

Question: Among the records above, which one has the lowest calculated total energy?
Answer: C4H52BBrClO24